{
  "formula": "C19H18N2O3",
  "method": "the ωB97M-V functional and the def2-TZVPD basis",
  "gap_ev": 8.29,
  "smiles": "Cc1ccc(/C=N/NC(=O)[C@H](C)Oc2cccc3ccccc23)o1",
  "de_lowest_kj_mol": 296.3,
  "e_homo_ev": -7.847,
  "lumo_ev": 0.4,
  "max_force_ev_per_a": 1.23,
  "total_energy_ev": -29116.907,
  "symbols": ["C", "C", "C", "C", "C", "C", "N", "N", "C", "O", "C", "C", "O", "C", "C", "C", "C", "C", "C", "C", "C", "C", "C", "O", "H", "H", "H", "H", "H", "H", "H", "H", "H", "H", "H", "H", "H", "H", "H", "H", "H", "H"],
  "xyz": [[6.867, 1.324, -2.006], [6.192, 0.811, -0.786], [6.664, 0.585, 0.480], [5.575, 0.096, 1.226], [4.502, 0.055, 0.362], [3.157, -0.364, 0.614], [2.288, -0.333, -0.323], [1.004, -0.717, -0.139], [0.360, -1.171, 0.963], [0.848, -1.335, 2.062], [-1.115, -1.506, 0.696], [-1.298, -3.024, 0.776], [-1.509, -1.003, -0.576], [-2.851, -0.674, -0.679], [-3.703, -1.516, -1.346], [-5.061, -1.194, -1.477], [-5.554, -0.044, -0.929], [-4.703, 0.853, -0.250], [-5.181, 2.059, 0.305], [-4.334, 2.925, 0.936], [-2.966, 2.633, 1.033], [-2.469, 1.471, 0.512], [-3.322, 0.548, -0.129], [4.889, 0.493, -0.860], [6.812, 0.587, -2.806], [7.909, 1.539, -1.789], [6.378, 2.231, -2.356], [7.663, 0.749, 0.828], [5.571, -0.189, 2.258], [2.957, -0.694, 1.630], [0.446, -0.623, -0.981], [-1.704, -1.032, 1.494], [-2.353, -3.278, 0.692], [-0.751, -3.504, -0.033], [-0.917, -3.381, 1.728], [-3.316, -2.429, -1.773], [-5.713, -1.873, -2.005], [-6.603, 0.201, -1.015], [-6.234, 2.285, 0.216], [-4.710, 3.846, 1.359], [-2.305, 3.335, 1.519], [-1.412, 1.256, 0.571]]
}

---

{
  "formula": "C11H9Cl3N2O3S6SiW",
  "method": "the ωB97M-V functional and the def2-TZVPD basis",
  "gap_ev": [5.84, 5.44],
  "de_lowest_kj_mol": 107.8,
  "e_homo_ev": [-8.218, -8.236],
  "spin_multiplicity": 3,
  "lumo_ev": [-2.4, -2.8],
  "max_force_ev_per_a": 2.68,
  "total_energy_ev": -132960.561,
  "symbols": ["W", "S", "C", "S", "C", "C", "S", "S", "S", "C", "C", "N", "H", "H", "H", "Cl", "Si", "Cl", "Cl", "N", "C", "C", "C", "C", "C", "C", "S", "O", "O", "O", "H", "H", "H", "H", "H", "H"],
  "xyz": [[0.018, -1.187, -0.118], [5.136, -5.799, 2.610], [4.008, -4.779, 2.024], [2.924, -3.863, 3.050], [2.076, -3.031, 1.765], [2.469, -3.301, 0.491], [1.823, -2.626, -0.969], [3.754, -4.486, 0.319], [0.796, -1.944, 2.238], [-3.338, 1.743, 0.966], [-2.292, 0.825, 0.823], [-1.411, 0.084, 0.671], [-4.303, 1.242, 0.968], [-3.293, 2.408, 0.052], [-3.225, 2.356, 1.858], [-0.755, -5.030, 0.617], [-1.342, -3.105, 0.550], [-1.246, -1.260, -2.098], [-3.156, -2.997, 1.427], [1.940, 0.096, 0.409], [1.186, 1.076, -0.286], [0.645, 2.173, 0.396], [-0.249, 2.994, -0.264], [-0.606, 2.716, -1.572], [-0.005, 1.702, -2.284], [0.922, 0.870, -1.656], [-2.006, 3.648, -2.266], [-1.624, 5.031, -2.117], [-2.156, 3.135, -3.605], [-3.082, 3.236, -1.345], [2.195, 0.399, 1.351], [2.778, -0.224, -0.092], [0.907, 2.345, 1.432], [-0.698, 3.851, 0.211], [-0.277, 1.570, -3.321], [1.484, 0.130, -2.233]]
}

---

{
  "formula": "C35H30N7S3SiW",
  "method": "the ωB97M-V functional and the def2-TZVPD basis",
  "gap_ev": [6.72, 6.48],
  "e_homo_ev": [-10.830, -10.933],
  "lumo_ev": [-4.1, -4.4],
  "max_force_ev_per_a": 1.23,
  "total_energy_ev": -89417.903,
  "charge": 1,
  "symbols": ["W", "C", "Si", "C", "N", "C", "C", "C", "C", "C", "C", "C", "C", "C", "C", "C", "C", "C", "C", "C", "C", "C", "H", "H", "H", "H", "H", "H", "H", "H", "H", "H", "H", "H", "H", "H", "H", "H", "H", "H", "H", "H", "H", "H", "H", "H", "S", "N", "C", "C", "C", "C", "C", "N", "C", "C", "N", "C", "C", "C", "C", "C", "N", "H", "H", "H", "H", "H", "H", "S", "C", "C", "N", "C", "S", "C", "N"],
  "xyz": [[-1.265, -0.104, -0.493], [-1.217, 0.046, 1.634], [0.416, -0.722, 2.154], [1.561, -0.038, 0.822], [1.079, -0.177, -0.604], [1.601, -1.496, -1.167], [2.529, -1.331, -2.355], [3.693, -0.402, -2.038], [3.177, 0.937, -1.480], [1.660, 0.958, -1.391], [0.394, -2.567, 2.269], [1.567, -3.293, 2.048], [1.583, -4.677, 2.158], [0.426, -5.354, 2.514], [-0.742, -4.650, 2.769], [-0.753, -3.268, 2.650], [1.005, 0.006, 3.761], [1.268, 1.376, 3.886], [1.679, 1.926, 5.089], [1.829, 1.110, 6.203], [1.569, -0.247, 6.105], [1.163, -0.794, 4.894], [-1.233, 0.991, 2.171], [-2.070, -0.539, 1.992], [2.592, -0.393, 0.893], [1.596, 1.036, 1.037], [0.764, -2.136, -1.432], [2.124, -2.004, -0.356], [1.974, -0.972, -3.227], [2.885, -2.328, -2.620], [4.302, -0.247, -2.928], [4.345, -0.885, -1.306], [3.479, 1.770, -2.117], [3.604, 1.145, -0.499], [1.223, 0.919, -2.392], [1.309, 1.878, -0.921], [2.489, -2.782, 1.790], [2.497, -5.226, 1.973], [0.436, -6.432, 2.601], [-1.644, -5.176, 3.053], [-1.677, -2.735, 2.847], [1.151, 2.040, 3.034], [1.883, 2.986, 5.163], [2.150, 1.534, 7.144], [1.685, -0.883, 6.972], [0.972, -1.859, 4.837], [-1.415, 5.834, -5.421], [-1.352, 4.246, -5.691], [-1.328, 3.662, -4.498], [-1.288, 2.227, -4.261], [-1.274, 1.270, -5.276], [-1.237, -0.062, -4.932], [-1.235, -0.418, -3.587], [-1.245, 0.495, -2.609], [-1.262, 1.800, -2.940], [-1.260, 2.734, -1.825], [-1.219, 2.178, -0.591], [-1.219, 3.020, 0.448], [-1.253, 4.405, 0.309], [-1.293, 4.964, -0.946], [-1.296, 4.108, -2.044], [-1.334, 4.570, -3.426], [-1.362, 5.841, -3.810], [-1.299, 1.589, -6.309], [-1.229, -0.842, -5.679], [-1.246, -1.453, -3.272], [-1.199, 2.578, 1.426], [-1.252, 5.017, 1.199], [-1.325, 6.034, -1.096], [-3.633, -0.110, -0.606], [-4.089, -1.770, -0.359], [-5.490, -2.052, -0.196], [-6.609, -2.268, -0.058], [-3.169, -2.753, -0.361], [-1.472, -2.394, -0.598], [-3.491, -4.137, -0.152], [-3.689, -5.254, 0.026]]
}

---

{
  "formula": "C26H50F4NO21S",
  "method": "the ωB97M-V functional and the def2-TZVPD basis",
  "gap_ev": 8.27,
  "e_homo_ev": -11.870,
  "lumo_ev": -3.6,
  "max_force_ev_per_a": 1.38,
  "total_energy_ev": -93958.058,
  "charge": 1,
  "symbols": ["C", "C", "C", "F", "C", "C", "N", "C", "C", "S", "O", "O", "C", "F", "F", "F", "O", "H", "H", "H", "H", "H", "H", "H", "H", "H", "H", "H", "H", "H", "H", "C", "O", "C", "O", "O", "C", "H", "H", "H", "H", "H", "H", "C", "O", "C", "O", "O", "C", "H", "H", "H", "H", "H", "H", "C", "O", "C", "O", "O", "C", "H", "H", "H", "H", "H", "H", "C", "O", "C", "O", "O", "C", "H", "H", "H", "H", "H", "H", "C", "O", "C", "O", "O", "C", "H", "H", "H", "H", "H", "H", "C", "O", "C", "O", "O", "C", "H", "H", "H", "H", "H", "H"],
  "xyz": [[-2.287, -1.447, -5.946], [-2.703, -1.522, -4.484], [-3.212, -0.194, -3.932], [-2.365, 0.841, -4.311], [-3.258, -0.207, -2.392], [-4.419, 0.560, -1.798], [-4.421, 0.330, -0.297], [-3.076, 0.511, 0.365], [-1.952, -0.044, -0.513], [-0.407, 0.634, 0.143], [-0.095, 1.879, -0.490], [-0.563, 0.587, 1.573], [0.906, -0.647, -0.268], [1.746, -0.645, 0.733], [1.497, -0.347, -1.397], [0.313, -1.837, -0.363], [-2.066, 0.334, -1.850], [-1.564, -0.647, -6.096], [-1.816, -2.382, -6.247], [-3.143, -1.251, -6.593], [-1.867, -1.847, -3.854], [-3.510, -2.250, -4.344], [-4.209, 0.037, -4.323], [-3.355, -1.259, -2.073], [-4.368, 1.633, -1.984], [-5.367, 0.189, -2.191], [-4.792, -0.604, -0.111], [-5.074, 0.982, 0.141], [-2.931, 1.580, 0.523], [-3.088, -0.013, 1.318], [-1.880, -1.135, -0.412], [-3.017, 0.762, 4.323], [-4.336, 0.207, 4.310], [-4.427, -0.987, 4.911], [-3.508, -1.589, 5.395], [-5.689, -1.393, 4.843], [-5.932, -2.673, 5.451], [-3.083, 1.707, 3.788], [-2.675, 0.960, 5.336], [-2.318, 0.102, 3.811], [-5.688, -2.641, 6.510], [-5.348, -3.448, 4.959], [-6.992, -2.865, 5.319], [6.789, 3.324, 3.437], [5.670, 3.362, 2.539], [4.647, 2.601, 2.908], [4.585, 1.915, 3.892], [3.695, 2.705, 1.976], [2.530, 1.923, 2.227], [7.535, 3.984, 3.006], [6.498, 3.680, 4.422], [7.182, 2.312, 3.512], [2.035, 2.244, 3.142], [2.786, 0.870, 2.301], [1.869, 2.077, 1.378], [10.759, -2.261, 2.960], [9.353, -1.998, 3.022], [8.901, -1.213, 2.047], [9.559, -0.732, 1.164], [7.589, -1.048, 2.221], [6.967, -0.224, 1.232], [10.976, -2.905, 3.807], [11.013, -2.767, 2.031], [11.325, -1.335, 3.040], [7.069, -0.659, 0.239], [7.395, 0.777, 1.235], [5.915, -0.175, 1.505], [4.437, 2.202, -0.914], [4.611, 2.386, -2.321], [5.720, 1.815, -2.796], [6.509, 1.178, -2.150], [5.796, 2.066, -4.099], [6.954, 1.514, -4.737], [3.508, 2.697, -0.649], [4.374, 1.139, -0.678], [5.256, 2.654, -0.358], [6.961, 0.430, -4.645], [7.862, 1.925, -4.303], [6.879, 1.798, -5.782], [-3.246, 5.474, -3.988], [-4.292, 5.611, -4.953], [-5.368, 4.868, -4.731], [-5.527, 4.111, -3.801], [-6.243, 5.098, -5.700], [-7.473, 4.376, -5.594], [-2.456, 6.141, -4.314], [-3.596, 5.770, -3.000], [-2.878, 4.450, -3.964], [-7.992, 4.635, -4.674], [-7.291, 3.303, -5.628], [-8.066, 4.677, -6.451], [-2.437, -5.101, 4.468], [-3.568, -5.837, 3.988], [-3.408, -6.371, 2.779], [-2.442, -6.243, 2.073], [-4.506, -7.062, 2.480], [-4.464, -7.720, 1.210], [-2.725, -4.715, 5.441], [-1.569, -5.748, 4.569], [-2.207, -4.273, 3.802], [-3.648, -8.438, 1.178], [-4.347, -6.996, 0.406], [-5.415, -8.234, 1.113]]
}

---

{
  "formula": "C2H4FPSi",
  "method": "the ωB97M-V functional and the def2-TZVPD basis",
  "gap_ev": [6.92, 5.70],
  "de_lowest_kj_mol": 344.1,
  "e_homo_ev": [-8.241, -7.508],
  "lumo_ev": [-1.3, -1.8],
  "max_force_ev_per_a": 2.38,
  "total_energy_ev": -22017.255,
  "symbols": ["C", "C", "F", "Si", "P", "H", "H", "H", "H"],
  "xyz": [[1.040, 0.431, 1.905], [0.525, -0.483, 1.120], [-0.946, 1.726, 0.645], [-0.394, -0.800, -1.834], [-0.796, 0.575, 1.916], [1.897, 0.876, 2.293], [-0.927, 0.585, -1.492], [-1.105, -2.124, -1.795], [0.706, -0.786, -2.759]]
}

---

{
  "formula": "C6H20BNO4P",
  "method": "the ωB97M-V functional and the def2-TZVPD basis",
  "gap_ev": 6.34,
  "e_homo_ev": -3.555,
  "lumo_ev": 2.8,
  "max_force_ev_per_a": 0.92,
  "total_energy_ev": -26191.702,
  "charge": -1,
  "symbols": ["N", "B", "P", "O", "H", "H", "H", "H", "H", "H", "C", "O", "C", "C", "O", "C", "C", "O", "C", "H", "H", "H", "H", "H", "H", "H", "H", "H", "H", "H", "H", "H", "H"],
  "xyz": [[3.289, 2.276, -3.237], [1.998, 1.434, -3.103], [0.327, 2.469, -3.237], [-0.474, 2.434, -4.502], [3.460, 2.904, -2.463], [3.348, 2.806, -4.097], [1.958, 0.861, -2.014], [1.900, 0.644, -4.029], [-0.547, 2.093, -2.172], [0.586, 3.832, -2.896], [1.919, -2.959, 0.622], [0.947, -2.266, 1.370], [1.421, -1.015, 1.836], [0.279, -0.068, 2.105], [-0.250, 0.499, 0.931], [-1.178, -0.277, 0.199], [-2.578, -0.214, 0.751], [-2.725, -1.047, 1.894], [-3.855, -0.708, 2.653], [2.806, -3.186, 1.228], [1.469, -3.893, 0.291], [2.227, -2.383, -0.257], [2.080, -0.558, 1.090], [1.992, -1.165, 2.766], [0.687, 0.774, 2.670], [-0.494, -0.551, 2.711], [-0.843, -1.312, 0.101], [-1.194, 0.169, -0.796], [-3.282, -0.541, -0.027], [-2.808, 0.825, 1.014], [-3.797, 0.328, 3.013], [-3.887, -1.377, 3.511], [-4.781, -0.827, 2.076]]
}